Record 1
Computed, not measured: a gas-phase ion, C5H11N2O (charge +1), with the ωB97M-V functional and the def2-TZVPD basis.

Geometry as XYZ:
```
19
Properties=species:S:1:pos:R:3:nbo_charge:R:1
C 3.107 -0.165 1.095 0.0376
N 1.927 -0.125 0.656 -0.5035
C 0.961 0.724 1.361 -0.2492
C -0.378 0.905 0.578 -0.4635
C -1.044 -0.323 0.047 -0.1571
N -0.182 -1.065 -0.940 -0.7027
C -2.304 0.069 -0.783 0.4366
O -2.266 0.056 -1.974 -0.4809
H 3.950 -0.658 0.644 0.1994
H 3.363 0.309 2.060 0.1603
H 1.368 1.724 1.631 0.2267
H 0.670 0.289 2.328 0.2079
H -0.958 1.542 1.242 0.2668
H 0.008 1.655 -0.160 0.2414
H -1.317 -1.043 0.844 0.2449
H -0.458 -2.043 -1.037 0.4424
H 0.791 -1.082 -0.568 0.4779
H -0.170 -0.570 -1.835 0.4567
H -3.067 0.645 -0.222 0.1584
```

Results
Electronic energy   -381.58101 a.u.
SMILES   C=NCC[C@H]([NH3+])C=O
Highest occupied orbital energy   -14.24 eV
Total charge   +1
Gap between HOMO and LUMO   10.93 eV
LUMO energy   -3.3 eV

***

Record 2
Computed, not measured: 2 unconnected molecules or ions with the total composition C5H11N2O, with the ωB97M-V functional and the def2-TZVPD basis.

Geometry as XYZ:
```
19
Properties=species:S:1:pos:R:3:nbo_charge:R:1
C -1.857 0.743 -0.016 0.9678
C 1.113 0.441 -0.096 0.1750
C -3.654 -0.743 0.020 -0.6091
C 3.546 -0.327 0.346 -0.4434
C -2.160 -0.610 -0.090 -0.6058
N 1.473 1.668 -0.438 -0.7956
N 2.068 -0.287 0.447 -0.5992
O -1.937 1.888 -0.182 -0.2930
H -3.953 -0.300 1.013 0.2358
H -4.344 -0.477 -0.710 0.2557
H -3.830 -1.790 0.162 0.2570
H 3.891 0.316 1.095 0.2159
H 3.885 0.091 -0.614 0.1966
H 3.994 -1.287 0.330 0.2333
H -1.687 -1.178 0.638 0.3146
H -1.728 -0.916 -1.013 0.3244
H 0.833 2.234 -0.884 0.3927
H 2.519 1.833 -0.622 0.3836
H 1.828 -1.298 0.614 0.3937
```

Results
Electronic energy   -381.50561 a.u.
Highest occupied orbital energy   -12.53 eV
Total charge   +1
Gap between HOMO and LUMO   7.78 eV
LUMO energy   -4.7 eV

***

Record 3
Computed, not measured: a gas-phase ion, C5H11N2O (charge +1), with the ωB97M-V functional and the def2-TZVPD basis.

Geometry as XYZ:
```
19
Properties=species:S:1:pos:R:3:nbo_charge:R:1
C 0.794 -1.508 0.552 0.3469
C 1.729 0.377 -0.789 -0.3112
C 0.718 1.296 -0.214 0.1870
C -1.095 -0.343 -0.437 -0.0847
C -2.399 0.214 0.010 -0.6724
N 1.781 -0.926 -0.120 -0.5217
N -0.491 -1.245 0.423 -0.5078
O 0.746 1.443 1.126 -0.6670
H 1.067 -2.286 1.252 0.2314
H 1.543 0.228 -1.856 0.2455
H 2.726 0.819 -0.678 0.2495
H 0.262 2.046 -0.835 0.2154
H -0.898 -0.459 -1.491 0.2166
H -2.677 1.066 -0.604 0.2501
H -2.358 0.538 1.049 0.2181
H -3.196 -0.527 -0.081 0.2359
H 2.711 -1.223 0.141 0.4315
H -1.108 -1.643 1.128 0.4266
H 0.147 2.136 1.425 0.5102
```

Results
Electronic energy   -381.55323 a.u.
Highest occupied orbital energy (spin up / spin down)   -11.58 / -11.58 eV
Total charge   +1
Gap between HOMO and LUMO (spin up / spin down)   7.97 / 7.98 eV
LUMO energy (spin up / spin down)   -3.6 / -3.6 eV